[1]
Formula: C18H31Cl15F3N3O5
Source: OMol25
Level of theory: the ωB97M-V functional and the def2-TZVPD basis

Geometry as XYZ:
```
75
Properties=species:S:1:pos:R:3:forces:R:3
Cl -16.74774 2.75868 -11.52552 -0.393 -0.141 -0.445
Cl -20.21575 3.80566 -9.47302 -0.005 0.057 0.829
Cl -21.45660 6.49279 -14.89448 0.238 -0.083 -0.817
Cl -23.40369 6.13945 -9.05674 -0.426 -0.007 0.255
Cl -18.80744 4.94078 -7.07215 -0.231 -0.193 -0.724
Cl -11.64282 10.17464 -10.13648 0.616 -0.307 0.130
Cl -26.23723 5.37134 -9.61436 0.519 -0.074 0.253
Cl -20.96456 3.14891 -6.64116 -0.420 -0.104 -0.546
Cl -22.84631 4.95881 -12.91750 -0.656 -0.424 0.035
Cl -14.01095 8.62018 -10.79261 -0.202 -1.145 -0.406
Cl -19.27388 3.59873 -12.70293 -0.210 0.193 -0.135
Cl -24.15501 3.29374 -9.07511 -0.392 0.807 -0.065
Cl -13.62185 11.27422 -11.87497 -0.194 0.025 -0.179
Cl -18.80971 0.81085 -12.14115 0.093 -0.032 -0.305
Cl -23.17921 7.91655 -13.10405 -0.666 -0.054 0.062
F -19.68225 9.76639 -9.14422 -0.627 0.077 -0.062
F -19.02096 8.39813 -7.64011 0.368 -0.201 0.089
F -20.94316 8.08823 -8.47066 -1.024 0.101 -0.254
O -14.60086 11.36270 -8.05075 -0.105 0.032 -0.047
O -23.89101 12.39649 -7.71076 -0.894 1.512 2.550
O -19.80052 7.41941 -10.91352 -1.230 -0.214 -1.839
O -16.79046 3.45005 -14.96174 -0.560 -0.683 -0.096
O -17.93823 7.17887 -9.71164 -0.034 0.557 0.376
N -16.19146 5.62145 -14.98082 1.165 1.081 0.486
N -15.84088 11.35274 -6.13980 0.078 0.344 -0.613
N -23.54339 10.84296 -9.23142 -0.109 -0.898 -0.032
C -24.53340 4.93609 -9.71834 0.917 -0.607 -1.127
C -15.14828 6.64889 -14.78018 -0.415 -1.179 1.061
C -17.37366 6.35132 -10.71501 1.127 -2.902 0.346
C -23.43102 12.08784 -8.75704 0.378 -1.120 -1.129
C -16.61626 10.23462 -6.58557 0.152 -1.313 1.135
C -15.99267 4.32231 -14.70276 0.329 0.361 -0.258
C -20.38054 4.34092 -7.78615 0.857 1.058 0.496
C -17.44480 6.12062 -15.43832 -1.535 -1.650 -0.229
C -16.11347 12.03545 -4.89508 -0.120 -1.262 -0.221
C -13.34085 10.18015 -10.51642 -0.075 1.010 0.155
C -24.29925 9.79085 -8.53911 0.811 0.969 -0.054
C -16.04526 5.75865 -10.14572 -0.352 1.270 0.409
C -14.91771 11.82238 -6.96683 0.936 0.663 -0.010
C -18.07688 2.31214 -12.68155 0.663 0.254 0.513
C -19.72638 8.48059 -8.76680 1.755 -0.137 -0.373
C -19.14374 7.62789 -9.96097 0.327 0.235 2.247
C -22.16163 6.50593 -13.31017 0.933 0.521 0.561
C -23.07212 10.49146 -10.51572 0.543 -0.170 -1.027
H -21.35985 6.65303 -12.60958 0.299 0.011 0.206
H -17.97846 6.75392 -14.73473 0.300 0.293 0.289
H -16.43572 9.41845 -5.82423 -0.579 0.464 -0.984
H -17.12537 12.38138 -4.91072 -0.721 0.441 0.134
H -23.55829 9.10961 -8.08174 -0.607 0.072 -0.023
H -14.22407 6.10911 -14.53661 -0.144 0.392 0.187
H -15.43449 12.87019 -4.81784 0.171 0.113 0.379
H -15.40277 5.40877 -10.93599 -0.017 -0.396 -0.432
H -24.23015 4.90167 -10.78121 -0.604 -0.067 0.707
H -17.60343 2.29542 -13.67260 -0.352 -0.400 0.431
H -15.47455 7.30388 -13.94633 0.482 -0.149 -0.475
H -18.04321 5.49458 -10.95552 0.117 0.713 0.314
H -16.27525 9.92161 -7.57689 0.012 0.051 0.361
H -18.12414 5.25555 -15.62462 0.557 0.579 0.075
H -16.02968 11.30030 -4.08210 0.222 0.473 0.075
H -14.96016 7.22543 -15.67403 -0.209 0.147 -0.307
H -16.16597 4.98151 -9.37926 -0.330 0.151 -0.412
H -22.87468 12.74459 -9.42180 0.248 0.445 -0.280
H -22.46663 11.29905 -10.92567 -0.014 -0.013 -0.089
H -17.66604 10.49319 -6.64163 -0.310 -0.065 0.134
H -23.89193 10.27815 -11.19429 -0.353 0.153 -0.296
H -24.81650 9.29385 -9.36427 -0.448 -0.300 0.633
H -22.47548 9.57958 -10.53746 0.258 -0.050 0.341
H -15.46602 6.56273 -9.67104 -0.255 -0.062 -0.018
H -15.02740 4.07898 -14.23904 0.173 0.252 -0.022
H -13.85702 10.55870 -9.65599 -0.102 0.415 0.179
H -20.97200 5.26534 -7.77233 -0.231 -0.782 -0.071
H -14.42109 12.70266 -6.52666 0.203 0.073 -0.275
H -17.21137 6.85844 -11.64310 0.114 0.784 -0.382
H -17.29736 6.62119 -16.36492 -0.041 0.668 -0.799
H -24.93154 10.28490 -7.77309 0.228 -0.631 -0.573
```
Positions in Å, forces in eV/Å.

Results
- Molar mass: 958.25 g/mol
- HOMO-LUMO gap: 9.5 eV

These are the Mulliken partial charges, in e, on atoms 1 to 8: -0.165, 0.025, -0.126, -0.006, -0.158, -0.145, -0.125, -0.119


[2]
Formula: C18H31Cl2N2O4Ti
Source: OMol25
Level of theory: the ωB97M-V functional and the def2-TZVPD basis

Geometry as XYZ:
```
58
Properties=species:S:1:pos:R:3:forces:R:3
Ti 0.57116 1.27636 0.53683 -1.235 -1.369 -2.202
Cl -0.60571 3.16416 0.70783 -0.833 1.624 0.953
Cl 1.73122 -0.83345 -0.44276 0.714 -0.521 0.425
O 2.25374 1.05648 1.58043 0.387 -0.423 0.916
O 0.59012 1.52448 -1.22200 0.915 0.800 0.842
O -0.90308 0.29645 1.65273 -0.905 0.351 1.417
O 0.50940 -2.44106 2.19880 -0.749 0.279 0.848
N 0.88689 -4.26214 0.85944 0.222 0.141 0.258
N -2.08106 0.36668 3.63971 0.182 -0.645 -0.346
C 1.90688 -5.03510 0.13786 -0.047 0.332 0.438
C -1.20450 0.60130 -2.48758 -1.575 3.219 5.160
C 0.18628 1.39055 -2.48934 1.180 -2.597 -2.147
C 0.99264 2.45548 -3.38819 1.461 -0.734 -0.747
C -3.07621 1.05202 4.44657 -0.333 0.080 -0.168
C -1.80525 0.78066 2.40613 1.344 -0.246 -0.178
C -1.38206 -0.29798 -1.41461 1.066 0.335 -1.218
C 1.41471 2.05054 -4.69261 -0.854 0.372 0.191
C 2.03451 0.46095 2.93455 0.605 0.445 -0.940
C 2.89235 3.95316 -5.06993 -0.469 -0.232 0.383
C 1.81188 3.54480 -2.90966 -1.000 0.155 0.616
C 1.23464 -3.12352 1.52058 1.978 -0.700 -1.251
C -0.42734 -4.84173 1.09383 0.447 0.488 -0.024
C -2.19158 1.72191 -2.64396 -1.869 -0.158 -0.186
C 2.67767 4.29803 -3.73887 -0.513 -0.594 -0.047
C 2.26787 2.80369 -5.52531 -0.651 -0.389 0.535
C -1.55263 -0.86896 4.23870 0.205 -0.211 0.306
C -2.62856 -0.74947 -0.68625 -1.368 -1.042 -0.243
H -2.39874 1.89936 -3.71078 -0.397 0.175 0.429
H -1.15940 -0.63129 5.24915 -0.113 -0.076 -0.601
H -0.39962 -5.56672 1.90084 -0.033 -0.204 0.211
H 1.02696 1.09873 -5.06476 0.024 0.313 -0.083
H 2.43169 -5.73898 0.80493 -0.203 0.100 -0.202
H 3.18799 5.18123 -3.37204 -0.091 -0.173 0.395
H 3.52719 4.54323 -5.72627 -0.076 -0.091 0.183
H -0.76553 -1.33840 3.62436 -0.446 0.379 0.118
H -3.30253 2.01570 3.99310 -0.029 -0.008 0.093
H -2.94276 -0.26487 0.26575 0.635 0.440 -0.832
H -2.51941 -1.79912 -0.33145 0.319 0.470 -0.386
H -3.07726 1.47585 -2.03292 -0.375 0.195 -0.861
H -1.10478 -4.03311 1.36121 -0.050 -0.094 -0.026
H 2.33238 -2.85594 1.34266 -1.207 -0.283 0.201
H -2.37189 1.65574 2.08229 0.021 0.018 -0.086
H 1.35221 1.15141 3.47338 0.580 -0.420 -0.269
H 0.30325 0.38043 -2.98769 3.469 0.123 -0.003
H 2.41727 2.49037 -6.54450 0.104 -0.274 -0.144
H 3.06710 0.50130 3.29908 -0.603 -0.358 0.742
H -3.53559 -0.80096 -1.30035 0.137 0.329 -0.074
H 1.78133 3.87347 -1.85056 -0.347 -0.391 -0.743
H 2.57219 0.35205 0.92570 -0.006 -0.038 0.616
H 2.64563 -4.33619 -0.27647 -0.238 -0.233 0.028
H 1.44027 -5.59950 -0.67590 0.072 0.204 0.134
H -2.69901 1.20711 5.46052 0.070 0.014 -0.179
H -3.99727 0.46277 4.51256 0.117 0.038 -0.007
H -2.38288 -1.59125 4.38711 0.393 0.412 -0.216
H -1.82831 2.67350 -2.18812 0.175 -0.809 -0.412
H -0.75686 -5.32837 0.19108 -0.245 -0.165 -0.324
H 1.59861 -0.56145 2.86298 0.372 0.680 -0.059
H -0.54614 -0.86038 -0.91782 -0.336 0.966 -1.232
```
Positions in Å, forces in eV/Å.

Results
- Molar mass: 458.23 g/mol
- 2S+1: 2
- Expectation value of S²: 0.753
- HOMO-LUMO gap (spin up / spin down): 7.1 / 7.2 eV

These are the Mulliken partial charges, in e, on atoms 1 to 8: 0.743, -0.603, -0.602, -0.264, -0.119, -0.038, -0.643, 0.223


[3]
Formula: C18H31Cl2N3O2
Source: OMol25
Level of theory: the ωB97M-V functional and the def2-TZVPD basis

Geometry as XYZ:
```
56
Properties=species:S:1:pos:R:3:forces:R:3
Cl -0.07087 4.28393 3.08406 -0.462 -1.174 -0.511
Cl 0.00404 3.59709 -0.75625 -1.299 0.301 1.269
O 4.76065 1.14113 -4.01675 -0.918 0.501 1.188
O -4.66493 -3.48371 0.48280 2.253 7.833 1.082
N -4.43399 -1.54907 2.04382 -0.725 -1.530 -1.365
N 2.05893 -0.16353 -3.88152 -0.172 -0.672 -0.259
N 0.73940 -0.71511 2.02872 -3.414 2.350 -2.144
C 3.10688 -1.87035 -2.18996 -1.582 0.518 -0.862
C -4.34619 -2.18678 0.65692 -1.625 -5.635 -1.041
C -3.85751 -1.32295 -0.68850 -0.139 0.544 0.511
C -1.31660 -0.70677 0.21956 1.991 2.434 2.559
C -1.21231 4.09238 0.54877 -1.045 1.575 0.684
C -2.79078 4.14726 0.02099 -0.496 0.078 -0.554
C -1.05793 3.22563 1.97526 -1.880 -0.209 -1.307
C 1.58246 -2.34682 -1.69754 1.131 0.295 -0.146
C -0.65423 1.68882 1.71818 0.484 -5.168 -1.410
C 0.49705 0.76266 2.40262 -1.957 0.680 -1.086
C 2.74019 2.22243 2.89253 0.230 -1.311 -0.250
C -0.07523 -1.44783 0.98837 -1.114 1.759 -0.149
C -1.60049 0.87578 0.59666 2.853 -2.533 1.411
C 2.93881 -1.39416 -3.77322 0.584 -0.153 -0.480
C 1.73964 -3.05168 -0.22306 0.515 0.495 -0.454
C -2.23548 -1.47284 -0.91612 0.569 -1.038 0.165
C 1.46323 1.37499 3.55687 1.057 -0.988 0.255
C 0.38312 -3.02986 0.69681 0.651 0.551 1.279
H 0.90074 -1.37695 -1.69776 1.448 -2.020 0.133
H 1.17849 -3.05840 -2.53803 0.568 1.092 1.891
H -3.10161 5.24332 -0.33555 1.009 -2.428 0.790
H -2.00063 -2.63450 -0.85753 -0.369 2.521 -0.068
H 5.21041 0.74045 -4.73814 0.662 -0.465 -1.022
H 0.69503 -3.46142 1.76153 -0.832 0.895 -2.122
H 2.20789 -4.13813 -0.36950 -1.405 2.221 0.530
H -5.46884 -1.36597 2.21205 1.642 -0.141 -0.394
H -0.95756 5.22858 0.81478 -0.353 -2.782 -0.492
H 2.82317 1.83470 1.77278 -0.108 1.284 2.265
H 2.59360 0.72419 -3.75501 0.501 -1.182 -0.350
H 1.98160 0.45524 4.11463 -1.336 1.794 -1.245
H -2.17283 3.21938 2.40796 2.659 -0.076 -0.720
H -2.50475 1.38112 0.03078 2.172 -0.927 1.414
H -4.18725 -2.29712 2.75859 -0.485 0.943 -1.439
H 2.40238 -2.25966 -4.38643 1.007 1.572 1.412
H -0.49599 -3.69693 0.30850 1.626 1.642 0.592
H -4.09748 -0.18449 -0.55755 0.299 -2.169 -0.040
H -3.56756 3.86412 0.86196 1.752 0.499 -1.494
H 3.88873 -2.74479 -2.09718 -1.549 1.762 -0.074
H 1.62596 -0.11009 -4.83047 0.763 -0.187 1.134
H 2.61964 3.38266 2.98107 0.226 -2.447 -0.320
H 2.57157 -2.45056 0.38694 -1.780 -1.160 -1.323
H 0.91622 1.97921 4.41319 0.807 -1.277 -2.208
H 3.98524 -1.19681 -4.28705 -1.978 -0.286 1.390
H 3.37156 -0.93510 -1.53235 -0.098 -1.853 -1.376
H -1.91442 -1.15403 -2.02073 -0.727 -0.375 2.588
H 1.51839 -1.23639 2.53233 -1.445 1.029 -0.972
H -4.46071 -1.69046 -1.65008 1.495 0.499 2.361
H 3.73601 1.83066 3.42195 -2.253 1.170 -1.049
H -2.99488 3.43753 -0.89572 0.597 1.350 1.824
```
Positions in Å, forces in eV/Å.

Results
- Molar mass: 392.37 g/mol
- HOMO-LUMO gap: 1.9 eV

These are the Mulliken partial charges, in e, on atoms 1 to 8: -0.144, -0.118, -1.065, -0.527, -0.530, -0.517, 0.050, -0.598


[4]
Formula: C18H31ClNNdO2P2
Source: OMol25
Level of theory: the ωB97M-V functional and the def2-TZVPD basis

Geometry as XYZ:
```
56
Properties=species:S:1:pos:R:3:forces:R:3
Nd 0.21814 -0.06136 0.25376 0.962 1.879 4.214
Cl 2.21190 0.62266 3.29744 0.446 -0.384 1.899
P -0.15080 2.13756 -0.84016 0.074 0.266 -1.645
P 0.94141 -2.37423 0.83185 0.811 -0.716 -0.911
O -2.80914 0.83162 -3.38431 -0.172 -0.091 0.269
O -3.48904 -0.05212 -0.89622 -0.415 0.322 0.109
N 1.42403 -0.44767 -1.64124 0.334 -0.397 -0.686
C 2.21312 0.82651 1.57761 0.472 0.356 -1.501
C -2.82956 0.74209 4.04267 -0.007 -0.055 -0.016
C 0.17741 1.47748 -2.55206 -0.311 0.618 -0.088
C 1.11329 3.26039 -0.40534 0.867 1.718 -0.024
C 2.94850 -1.76754 -2.74293 1.226 -1.082 -0.905
C -1.19674 0.25556 1.99855 2.916 -0.535 -3.608
C -1.71482 2.85919 -0.77691 -1.756 1.560 -0.746
C 1.48797 -2.57902 2.45741 0.975 -1.191 1.602
C 1.21477 0.36271 -2.66043 -0.215 0.248 0.004
C 2.42751 -2.25697 -0.29813 -0.006 -0.523 0.269
C -0.08214 -3.67485 0.29714 -0.529 -1.994 -0.268
C 2.24307 -1.48479 -1.60698 0.053 -0.033 0.116
C 2.80066 -0.95929 -3.86815 -0.215 0.170 0.166
C -0.85941 1.29623 2.72799 -1.459 2.616 3.745
C -1.72012 1.56287 3.81540 0.364 0.576 0.120
C 1.92195 0.12331 -3.80394 0.657 0.285 -1.906
C -2.19589 -0.57768 2.10048 -4.362 -1.723 2.736
C -3.06712 -0.33948 3.18847 -0.441 -0.476 -0.107
H 0.46572 2.33543 -3.17727 0.015 -0.367 -0.210
H 2.27348 1.91121 1.44917 0.208 -0.098 -0.193
H 1.78322 0.78440 -4.67102 0.127 -0.377 0.373
H -1.51622 2.40597 4.48035 -0.156 -0.180 -0.027
H 0.62605 -2.54931 3.13794 0.191 -0.021 -0.210
H 3.19570 -1.74473 0.30437 -0.151 -0.179 -0.194
H -1.00894 -3.69055 0.89611 0.409 0.049 -0.199
H -3.75893 0.34156 -0.05805 -0.101 -0.070 -0.032
H -3.50726 0.94271 4.88761 0.399 -0.118 -0.478
H -2.42392 -1.43294 1.44700 0.264 0.304 0.003
H -1.22725 -0.79489 -0.68100 -2.256 -1.325 -1.733
H -0.82236 1.11900 -2.90851 0.630 0.177 0.170
H -3.92738 -0.99286 3.35500 0.093 0.194 0.103
H 1.97444 -3.55336 2.51281 0.198 -0.149 0.624
H 3.63719 -2.62538 -2.75099 -0.339 0.454 -0.098
H -3.20256 0.61243 -2.50263 0.135 0.030 -0.341
H -2.77441 -0.02055 -3.82956 -0.061 0.008 -0.041
H -1.89989 3.22867 0.23914 0.097 -0.053 -0.190
H 2.76727 -3.28194 -0.49162 0.259 0.242 -0.223
H 2.18029 -1.78461 2.77121 -0.272 -0.219 -0.219
H 0.00889 1.94709 2.59836 -0.021 -0.196 -0.254
H -2.54847 -0.34971 -0.73374 0.202 -0.350 -0.110
H 0.47198 -4.60111 0.45401 -0.368 -0.557 -0.192
H 0.99201 3.57335 0.64718 -0.008 -0.123 -0.489
H -1.71696 3.68941 -1.48851 -0.626 0.262 0.100
H -2.51596 2.14223 -1.03422 0.567 0.296 0.093
H 3.36346 -1.16776 -4.78437 -0.248 0.097 0.412
H 2.11895 2.82557 -0.50510 -0.412 0.085 -0.068
H 1.00692 4.12399 -1.06053 0.459 0.473 0.076
H -0.37346 -3.57609 -0.75978 0.197 0.100 0.396
H 3.12944 0.39960 1.14467 0.297 0.199 0.313
```
Positions in Å, forces in eV/Å.

Results
- Molar mass: 535.09 g/mol
- 2S+1: 4
- Expectation value of S²: 3.757
- HOMO-LUMO gap (spin up / spin down): 6.1 / 6.1 eV

These are the Mulliken partial charges, in e, on atoms 1 to 8: -0.162, -0.242, 1.099, 0.923, -0.731, -0.871, 0.351, -1.117